No. 1
This record from the OMol25 dataset describes C26H36BCl2F6MoN3O6S2 as an isolated structure. The level of theory is ωB97M-V/def2-TZVPD.

XYZ file:
```
83
Properties=species:S:1:pos:R:3:forces:R:3:mulliken_charge:R:1
Mo -0.03039 -0.05662 0.32466 0.193 0.225 0.191 -0.69
N 0.55006 -2.52620 1.00722 0.022 -0.163 -0.081 -0.26
C 1.93057 -2.94732 0.75895 0.028 -0.001 -0.004 -0.59
C 2.86336 -2.28793 1.76148 -0.038 0.015 0.062 -0.78
C 2.96884 -0.77859 1.61975 0.025 -0.024 -0.008 -0.47
N 1.66825 -0.11562 1.88224 -0.030 0.023 -0.047 -0.52
H 0.26426 -2.74049 1.95862 0.028 -0.027 -0.032 0.25
H -0.09192 -2.99652 0.38154 -0.024 -0.024 0.039 0.11
H 2.19322 -2.63333 -0.25522 0.043 -0.004 0.002 0.26
H 2.06082 -4.03422 0.81464 -0.058 0.013 -0.012 0.44
H 3.86041 -2.71941 1.65834 0.023 0.044 -0.025 0.42
H 2.52833 -2.53194 2.77775 0.009 -0.029 -0.015 0.30
H 3.28294 -0.51449 0.61255 0.014 0.023 -0.013 0.19
H 3.71854 -0.40497 2.32218 -0.009 -0.004 0.001 0.40
H 1.81873 0.87238 2.07099 0.021 -0.007 0.014 0.35
H 1.27733 -0.50877 2.73976 0.003 0.088 0.014 0.24
F -4.08330 -1.26649 3.38904 0.018 0.000 0.012 -0.19
C -3.00521 -1.78074 3.96988 -0.006 0.047 -0.014 0.52
F -2.89517 -3.06315 3.62578 0.002 0.011 -0.012 -0.20
F -3.12423 -1.68994 5.28531 0.007 0.000 0.009 -0.21
S -1.49662 -0.89733 3.39115 -0.059 0.102 -0.030 1.11
O -1.56683 -1.00923 1.93973 -0.178 0.058 0.146 -0.27
O -0.39020 -1.56564 4.01645 0.064 -0.004 0.021 -0.74
N -1.74140 0.54980 3.93580 -0.006 -0.081 -0.093 -0.67
S -1.51814 1.83267 3.04764 -0.005 0.084 0.025 1.11
O -0.50555 1.63066 2.01681 -0.036 -0.111 -0.083 -0.75
O -1.39189 2.98971 3.86226 -0.036 -0.013 0.060 -0.63
C -3.11366 2.07408 2.11548 0.054 -0.003 0.034 0.60
F -3.20535 3.33723 1.72717 0.012 -0.009 0.022 -0.21
F -3.16756 1.28547 1.04442 0.002 -0.044 0.046 -0.11
F -4.13672 1.78873 2.91628 0.002 0.005 -0.020 -0.25
C -1.01518 -2.96058 -2.20507 0.001 -0.014 0.005 -1.80
C -1.31405 -1.46152 -2.36460 -0.008 0.002 -0.033 4.06
C -0.53958 -0.92453 -3.57666 -0.009 -0.023 0.021 -2.33
C -0.82404 -0.74168 -1.14678 0.015 -0.111 -0.368 -0.09
C -2.82578 -1.26260 -2.47849 -0.006 0.016 0.022 -0.53
C -3.61220 -1.38665 -1.33254 -0.007 -0.008 -0.008 0.12
C -4.98554 -1.21392 -1.38785 0.016 -0.003 -0.001 -0.98
C -5.60117 -0.91444 -2.59589 0.006 0.001 -0.008 -0.45
C -4.83030 -0.79186 -3.74070 -0.010 0.001 0.004 -0.89
C -3.45259 -0.96457 -3.68244 0.009 -0.002 0.008 -0.06
H 0.06144 -3.12833 -2.12324 0.004 0.003 0.029 0.34
H -1.38491 -3.50791 -3.07347 0.015 0.006 -0.010 0.46
H -1.51392 -3.36587 -1.32250 -0.003 -0.003 0.000 0.29
H 0.53133 -1.02213 -3.39048 0.006 -0.002 -0.022 0.36
H -0.75999 0.12810 -3.75269 -0.002 0.022 -0.003 0.41
H -0.77919 -1.49627 -4.47502 -0.004 0.002 0.000 0.59
H -1.37186 0.27991 -0.97734 0.042 0.028 0.078 -0.08
H -3.13808 -1.59926 -0.37974 -0.012 -0.002 -0.003 0.32
H -5.57430 -1.30435 -0.48394 -0.003 0.000 0.003 0.42
H -6.67287 -0.77202 -2.64182 -0.003 0.001 0.000 0.41
H -5.29869 -0.55162 -4.68667 -0.001 -0.003 -0.003 0.40
H -2.87023 -0.84837 -4.58629 -0.003 0.003 -0.005 0.34
Cl -2.61396 2.35629 -2.55479 0.009 -0.034 -0.001 -0.11
C -1.39662 3.60305 -2.22507 0.006 0.014 -0.037 0.45
Cl -0.90119 3.61797 -0.53241 -0.028 0.058 0.003 -0.11
H -1.83152 4.56493 -2.46744 0.006 0.005 0.014 0.48
H -0.52239 3.38197 -2.82472 -0.014 -0.020 0.039 -0.62
C 2.60341 3.98470 -6.61042 0.005 -0.020 0.011 -2.09
C 3.75153 3.03883 -6.25527 -0.003 -0.007 -0.016 1.99
C 5.03201 3.87397 -6.11990 -0.003 -0.002 0.010 -1.61
C 3.91930 2.03475 -7.40450 -0.004 0.012 0.007 -1.61
C 3.49231 2.27855 -4.95247 0.035 -0.007 -0.014 0.28
C 4.46180 1.39004 -4.47580 -0.013 0.024 -0.014 -0.36
C 4.30010 0.65461 -3.30510 -0.021 -0.016 0.021 -2.14
C 3.12342 0.83450 -2.61424 -0.003 0.075 -0.034 0.93
O 2.69344 0.25013 -1.44944 -0.006 -0.067 0.004 -0.56
B 1.39639 0.75715 -1.18693 -0.111 -0.083 0.067 0.06
O 1.09644 1.69759 -2.20146 -0.049 0.008 -0.028 0.37
C 2.15623 1.70964 -3.06750 0.094 -0.050 0.035 0.34
C 2.30989 2.44057 -4.22606 -0.037 0.000 0.034 -0.61
H 2.83969 4.51000 -7.53707 0.002 -0.002 -0.004 0.43
H 2.44614 4.73546 -5.83370 -0.003 0.005 0.000 0.39
H 1.66822 3.44329 -6.76592 -0.004 0.003 0.003 0.39
H 5.22141 4.42408 -7.04422 0.001 0.002 -0.002 0.45
H 5.90185 3.24831 -5.91856 0.000 0.000 0.003 0.32
H 4.93898 4.59360 -5.30460 0.003 0.003 0.000 0.38
H 4.09844 2.56230 -8.34404 0.002 0.001 -0.001 0.44
H 3.02089 1.42553 -7.51836 -0.002 -0.003 -0.003 0.37
H 4.76075 1.36392 -7.22930 0.001 -0.005 -0.002 0.32
H 5.37957 1.26113 -5.03487 -0.001 -0.001 -0.003 0.40
H 5.06349 -0.02754 -2.95596 0.001 -0.002 0.002 0.45
H 1.52560 3.11100 -4.54760 0.007 0.007 -0.009 0.48
```
Forces are in eV/Å.

As for the expectation value of S²: 2.04. The calculation puts the HOMO-LUMO gap (spin up / spin down) at 7.7 / 8.5 eV. As for the HOMO energy (spin up / spin down): -7.24 / -8.28 eV. The relative energy (zero: lowest compared OMol25 entry of this formula, charge and spin) is 0.331 eV. Its spin multiplicity is 3.



No. 2
This record from the OMol25 dataset describes a 3-piece molecular cluster, C26H36BN6O3S overall at a distorted geometry. The level of theory is ωB97M-V/def2-TZVPD.

XYZ file:
```
73
Properties=species:S:1:pos:R:3:forces:R:3:mulliken_charge:R:1
C -0.18605 -0.37598 5.26576 0.712 0.462 -0.571 -0.52
C -0.36701 0.20789 3.92012 -1.018 -1.110 1.268 -0.44
N 0.59442 -0.09284 2.83754 4.862 2.231 -2.195 0.64
C 0.60519 -1.11821 1.79641 2.576 0.434 -1.656 -0.07
C -0.57409 -2.20497 1.58089 0.494 0.478 0.870 -0.57
O -0.79117 -2.44123 0.14195 -1.963 0.597 1.629 -0.26
C -2.22836 -2.30869 -0.01191 -1.895 2.328 -1.099 0.48
C -3.13893 -3.53454 0.54090 1.195 0.622 -0.189 -0.87
O -2.71965 -1.27331 -0.51361 2.563 -4.428 1.963 -0.48
C 1.91765 -0.94293 0.94848 -2.989 0.108 2.188 0.72
C 2.38822 -1.79884 -0.31247 -0.611 0.177 -0.198 -0.78
C 3.53561 -1.12429 -1.21730 0.355 -0.850 -0.517 -0.68
C 4.94596 -1.78674 -0.80440 0.586 0.955 0.116 -0.57
C 6.20259 -0.78571 -0.84835 0.955 0.598 0.140 -0.41
C 7.49885 -1.32465 0.00829 0.308 -0.125 -0.707 -0.49
N 7.41521 -2.76421 0.38419 0.178 0.820 0.249 -0.53
N 2.61983 0.18718 1.55396 -6.417 -1.594 2.515 0.90
N 3.83592 0.79601 1.26211 3.912 -2.809 2.415 -1.17
C 4.74250 0.12624 1.97561 0.013 0.185 1.322 0.40
S 5.75062 -0.63201 3.06614 -3.158 2.499 -3.737 -0.05
C 1.80074 0.67226 2.63712 0.164 -1.562 -0.536 -0.58
B 2.19058 1.97701 3.56712 0.880 1.198 1.061 0.41
O 2.76517 1.79666 4.87544 -2.241 0.336 -1.971 -0.58
C 1.91160 3.44141 2.87059 -0.477 -1.319 -0.429 -0.51
C 0.57505 3.27001 1.96557 -0.574 0.864 -0.351 -0.69
H -0.69354 -1.35416 5.60071 -0.938 2.663 0.122 0.26
H 0.50296 0.12895 6.05069 0.461 -2.004 -1.992 0.22
H -1.25575 0.93539 3.77567 0.793 -2.493 -0.826 0.40
H -1.54139 -1.80230 2.07647 1.690 -0.380 -0.744 0.42
H -0.35220 -3.20426 2.11518 0.012 1.591 -0.925 0.28
H -3.91120 -3.11890 1.27737 0.955 -0.541 -1.384 0.32
H -3.60077 -4.01551 -0.39354 0.524 0.687 1.595 0.33
H -2.47850 -4.28065 1.10485 -0.973 0.978 -1.005 0.29
H 1.49113 -2.00267 -1.01807 1.170 0.518 1.654 0.33
H 2.72228 -2.83341 0.08237 -0.406 1.693 -0.661 0.36
H 3.53205 0.02523 -1.21554 0.005 -1.791 0.296 0.40
H 3.33187 -1.43133 -2.31660 0.181 0.580 1.874 0.44
H 5.18124 -2.65116 -1.52656 -0.526 1.118 1.368 0.38
H 4.86459 -2.17611 0.27982 0.120 0.393 -1.763 0.16
H 6.60385 -0.61918 -1.91647 -1.005 -0.295 1.514 0.40
H 5.96615 0.27169 -0.43447 0.020 -1.705 -0.774 0.16
H 7.69519 -0.67919 0.94241 -0.457 -1.144 -1.405 0.14
H 8.45541 -1.21887 -0.64035 -1.685 -0.019 1.011 0.28
H 6.83339 -2.93320 1.21325 0.255 0.007 -0.856 0.24
H 7.17283 -3.37426 -0.40561 0.037 0.481 0.729 0.25
H 2.46427 2.50613 5.49373 0.790 -0.468 -0.825 0.33
H 1.83628 4.27470 3.64906 0.211 -1.011 -1.287 0.36
H 2.78091 3.59924 2.12110 -1.191 0.076 1.400 0.25
H -0.25727 2.66300 2.49977 1.439 0.912 -0.932 0.06
H 0.82058 2.79997 0.93802 -0.405 0.516 1.809 0.24
H 0.09132 4.29298 1.71234 0.916 -1.654 0.516 0.35
N -6.00411 0.67419 -1.83385 -0.535 -0.667 0.044 -0.46
C -5.46653 -0.40502 -1.23979 0.008 0.715 -0.128 -0.28
C -6.11575 -1.62336 -1.12213 -0.188 0.080 -0.101 -0.19
C -7.39679 -1.73810 -1.64328 -0.048 -0.108 0.010 -0.39
C -7.97697 -0.63902 -2.26050 0.062 -0.110 0.067 -0.44
C -7.24446 0.53477 -2.33132 0.529 0.212 0.146 -0.27
H -4.46623 -0.26475 -0.84600 -0.323 -0.051 -0.107 0.70
H -5.63257 -2.46126 -0.63511 -0.013 0.062 -0.027 0.18
H -7.93798 -2.67535 -1.56950 0.024 0.069 -0.014 0.38
H -8.97483 -0.69329 -2.67758 0.064 0.027 0.016 0.37
H -7.65355 1.42034 -2.80757 -0.047 -0.069 0.001 0.37
N -1.65234 2.70999 -4.60203 -0.571 0.228 0.070 -0.55
C -2.59761 2.09403 -3.87234 0.487 0.255 -0.337 -0.33
C -3.90303 2.54533 -3.76099 -0.096 0.068 -0.036 0.13
C -4.25645 3.70344 -4.43891 0.008 0.038 -0.029 -0.43
C -3.29945 4.36153 -5.19901 -0.106 -0.072 0.085 -0.36
C -2.02186 3.82740 -5.24917 0.301 -0.461 0.215 -0.25
H -2.27190 1.19498 -3.35855 -0.080 0.001 0.011 0.48
H -4.62481 2.00551 -3.15925 0.081 0.030 0.010 0.27
H -5.26823 4.08959 -4.37583 0.065 -0.028 -0.002 0.37
H -3.54070 5.26798 -5.74043 0.046 -0.050 0.011 0.36
H -1.24001 4.30340 -5.83261 -0.071 0.026 0.005 0.35
```
Forces are in eV/Å.

The calculation puts the HOMO-LUMO gap at 5.5 eV. The net charge is +1. As for the HOMO energy: -10.75 eV. The relative energy (zero: lowest compared OMol25 entry of this formula, charge and spin) is 3.817 eV. Its spin multiplicity is 1.



No. 3
This record from the OMol25 dataset describes C26H36FN3O as an isolated structure at a distorted geometry. The level of theory is ωB97M-V/def2-TZVPD.

XYZ file:
```
67
Properties=species:S:1:pos:R:3:forces:R:3:mulliken_charge:R:1
C 5.05445 3.53770 -0.37063 2.146 -2.584 -3.834 -1.74
C 3.99391 2.69037 -0.02551 -6.393 -2.048 0.238 0.87
C 4.02085 2.14217 1.17747 -8.609 -5.105 -0.794 -1.36
C 2.85356 1.24196 1.59793 -0.388 1.443 -5.668 -1.10
C 1.71568 0.93964 0.65165 2.397 -2.797 10.542 -0.23
C 1.60269 1.68818 -0.36624 -3.842 2.824 -7.318 0.44
C 2.62541 2.43914 -0.67474 7.358 6.278 -5.843 1.30
C 2.62552 3.28678 -2.28650 -3.510 1.493 9.182 -1.98
H 2.69355 4.36812 -2.12857 -0.592 -0.016 0.384 0.38
H 1.73932 3.01917 -2.66901 -3.035 -0.846 -1.854 0.50
H 3.39742 3.13485 -2.79578 6.413 -2.374 -4.323 0.59
H 0.68257 1.77474 -1.15387 2.047 -0.684 2.208 -0.50
C 0.54971 0.12792 1.18177 -0.069 12.131 7.366 0.66
O -0.17571 0.80753 2.22180 3.330 -4.514 -5.529 -0.74
N 0.32223 -0.91146 0.57525 -6.619 -0.727 4.599 1.22
C 1.18935 -1.50751 -0.11515 7.787 -4.514 -9.285 -1.53
H 1.70410 -0.86291 -0.83927 -0.926 0.641 -0.539 0.40
H 0.67532 -2.24399 -0.77598 0.560 0.139 0.552 0.72
C 2.54440 -2.05347 0.40394 -7.314 -1.679 8.139 -1.02
N 3.45053 -2.47201 -0.36128 2.015 -3.177 -9.503 0.26
C 3.10860 -3.72325 -1.31261 -2.276 1.452 7.838 -0.92
H 2.10523 -3.47768 -1.60834 0.041 -0.456 -1.215 0.27
H 3.93883 -3.79692 -1.89024 1.706 -0.684 -2.298 0.40
H 2.98855 -4.55348 -0.39949 0.483 1.405 -2.641 0.30
C 4.77245 -2.46643 -0.08204 2.671 -2.239 6.978 -0.98
H 5.10798 -1.66794 0.62744 -0.016 0.212 -1.667 0.30
H 5.53536 -3.03347 -0.60242 -0.300 0.925 -1.263 0.35
H 4.84605 -3.27461 0.88462 0.037 0.832 -1.296 0.31
H 2.00119 -3.06889 1.15405 1.480 1.400 -1.024 0.11
H 2.89339 -1.48079 1.24660 0.276 0.724 0.010 0.60
C -0.72190 -1.62015 1.18161 -1.473 -6.189 -1.521 -2.67
H -0.76846 -1.65144 2.19562 0.609 1.111 3.234 0.51
C -2.07819 -1.27120 0.72614 -1.705 -7.010 -3.573 1.04
C -3.24903 -2.20023 1.39410 1.136 7.791 2.929 -1.38
C -4.60639 -1.67453 0.87476 2.366 4.109 1.033 -0.14
C -4.57645 -1.60638 -0.61108 6.536 -8.500 1.653 -1.41
N -3.49245 -1.19638 -1.54221 0.112 -0.824 5.298 0.30
C -3.69092 0.18070 -1.56336 -2.149 0.564 -13.067 -1.29
C -3.61363 1.29876 -0.77246 -5.203 0.868 4.220 1.43
C -4.83446 1.85912 -0.03021 7.193 -3.928 -4.675 0.13
C -4.56628 2.61475 1.02613 -4.192 -0.698 -1.135 -0.24
C -3.54861 3.27784 1.45286 5.795 -11.450 -13.887 -1.83
C -2.36895 2.72750 0.58670 2.971 1.647 2.174 0.09
C -2.42128 1.67121 -0.40844 1.519 6.047 3.814 -0.85
H -1.58851 1.53732 -1.02065 1.450 -0.850 -0.482 0.50
H -1.14764 3.10054 0.81294 -3.983 -0.876 -0.465 -0.02
H -3.25483 3.83762 2.03684 3.784 10.031 10.834 0.94
H -5.42065 2.87447 1.38884 -5.703 1.674 3.119 0.60
F -5.91394 1.34017 -0.56492 -2.242 0.482 1.102 -0.30
H -4.79694 0.27776 -2.26914 2.918 -0.221 2.048 0.30
H -2.89323 0.38624 -2.63741 -1.822 0.307 2.797 0.32
C -2.20939 -1.50819 -0.85948 2.951 -1.957 -0.327 -0.56
H -1.27387 -0.93666 -1.44564 -2.577 -1.480 1.292 -0.01
H -2.01540 -2.70681 -0.90158 -0.465 2.638 -0.544 0.24
H -5.43856 -1.49083 -0.93496 -7.753 2.174 -3.622 0.96
H -4.53480 -2.79027 -0.64690 -0.002 1.377 -1.124 0.31
H -5.41034 -2.23405 1.26087 -1.144 -0.734 0.010 0.53
H -4.79462 -0.54873 1.16957 0.656 -2.046 0.597 -0.01
H -3.14462 -1.80088 2.51382 -0.503 -0.886 -1.852 0.37
H -2.96272 -3.15852 1.53137 0.363 -3.482 -0.673 0.59
H -2.16254 -0.31782 0.83140 -1.307 5.893 1.561 0.50
H -0.47562 -2.77999 1.06687 -0.655 2.017 -0.566 0.67
H 2.87051 0.79860 2.52611 -0.018 -0.989 1.937 0.77
H 4.57445 2.13044 1.95161 5.113 0.896 4.734 0.59
H 4.71695 4.45939 -0.57889 -0.689 3.632 -0.665 0.42
H 5.82813 3.45110 0.33184 1.032 0.362 0.938 0.39
H 5.42274 3.06606 -1.33755 0.225 1.042 0.707 0.33
```
Forces are in eV/Å.

The calculation puts the HOMO-LUMO gap at 8.4 eV. As for the HOMO energy: -7.93 eV. The relative energy (zero: lowest compared OMol25 entry of this formula, charge and spin) is 24.378 eV. Its spin multiplicity is 1.